{
  "formula": "C34H74EuN13O5S",
  "method": "ωB97M-V/def2-TZVPD",
  "symbols": ["Eu", "C", "N", "C", "C", "N", "C", "C", "N", "C", "C", "N", "C", "N", "C", "C", "N", "C", "C", "C", "C", "N", "C", "N", "C", "C", "N", "C", "C", "N", "C", "C", "H", "H", "H", "H", "H", "H", "H", "H", "H", "H", "H", "H", "H", "H", "H", "H", "H", "H", "H", "H", "H", "H", "H", "H", "H", "H", "H", "H", "H", "H", "H", "H", "H", "H", "H", "H", "H", "H", "H", "H", "H", "H", "H", "H", "H", "H", "H", "H", "O", "H", "H", "O", "H", "H", "O", "H", "H", "C", "C", "N", "H", "H", "H", "O", "C", "O", "C", "C", "C", "C", "S", "C", "C", "H", "H", "H", "H", "H", "C", "C", "C", "C", "N", "N", "H", "H", "H", "H", "H", "H", "H", "H", "H", "H", "H", "H"],
  "positions_angstrom": [[0.146, -0.806, 0.219], [-0.150, 1.672, -3.031], [0.413, 0.646, -3.891], [1.307, 1.121, -4.932], [-0.046, -0.663, -3.837], [-0.421, -1.138, -2.699], [-1.113, -2.422, -2.688], [-0.309, -3.458, -1.907], [-0.437, -3.301, -0.445], [0.552, -4.154, 0.245], [2.000, -3.835, -0.089], [2.374, -2.459, 0.245], [3.629, -2.173, 0.134], [4.541, -2.867, -0.633], [5.876, -3.158, -0.140], [4.254, -3.346, -1.970], [4.131, -1.055, 0.791], [5.259, -0.315, 0.257], [3.997, -0.960, 2.234], [-1.807, -3.711, -0.037], [-2.757, -2.620, 0.477], [-2.624, -1.336, -0.199], [-3.710, -0.695, -0.445], [-3.605, 0.491, -1.235], [-4.378, 1.637, -0.755], [-3.622, 0.338, -2.684], [-4.966, -1.045, 0.004], [-6.140, -0.885, -0.834], [-5.259, -1.336, 1.401], [-0.001, -1.339, -5.043], [0.568, -2.661, -5.185], [-0.538, -0.753, -6.256], [-0.406, 2.549, -3.632], [0.540, 1.983, -2.244], [-1.040, 1.284, -2.552], [1.827, 0.284, -5.394], [2.049, 1.788, -4.486], [0.783, 1.682, -5.711], [-1.326, -2.799, -3.690], [-2.068, -2.275, -2.187], [0.737, -3.330, -2.180], [-0.618, -4.471, -2.204], [0.390, -5.211, -0.018], [0.396, -4.035, 1.315], [2.165, -4.066, -1.141], [2.625, -4.539, 0.473], [5.956, -2.887, 0.910], [6.649, -2.631, -0.707], [6.067, -4.231, -0.223], [3.388, -2.825, -2.377], [4.074, -4.425, -2.008], [5.114, -3.129, -2.609], [5.349, -0.476, -0.817], [6.210, -0.589, 0.727], [5.104, 0.752, 0.436], [3.795, 0.070, 2.534], [4.924, -1.285, 2.726], [3.171, -1.586, 2.555], [-1.730, -4.453, 0.759], [-2.284, -4.212, -0.885], [-2.585, -2.464, 1.542], [-3.769, -3.020, 0.370], [-3.907, 2.548, -1.128], [-4.348, 1.659, 0.334], [-5.418, 1.639, -1.092], [-4.611, 0.076, -3.077], [-2.905, -0.424, -2.983], [-3.335, 1.287, -3.138], [-5.895, -1.039, -1.883], [-6.634, 0.083, -0.717], [-6.859, -1.655, -0.552], [-4.363, -1.234, 2.005], [-5.683, -2.337, 1.518], [-5.988, -0.608, 1.771], [1.057, -2.958, -4.261], [1.320, -2.652, -5.981], [-0.182, -3.414, -5.445], [-1.022, 0.194, -6.031], [-1.289, -1.422, -6.686], [0.237, -0.586, -7.011], [-0.514, -2.385, 2.631], [-0.257, -2.900, 3.401], [-1.101, -1.673, 2.966], [-1.109, 1.295, -0.079], [-1.918, 1.135, -0.612], [-1.463, 1.178, 0.844], [2.113, -0.286, -1.708], [1.776, 0.020, -2.564], [3.062, -0.419, -1.794], [1.422, 0.515, 4.998], [1.190, 0.133, 3.615], [1.005, -0.126, 2.517], [1.962, 1.460, 5.036], [2.006, -0.253, 5.505], [0.466, 0.637, 5.506], [-3.734, 5.635, 6.514], [-2.660, 5.407, 5.728], [-1.784, 6.225, 5.671], [-2.621, 4.118, 4.974], [-1.402, 3.744, 4.414], [-1.283, 2.568, 3.699], [-2.382, 1.722, 3.509], [-2.259, 0.232, 2.579], [-3.610, 2.115, 4.054], [-3.724, 3.290, 4.776], [-4.334, 4.880, 6.512], [-0.555, 4.404, 4.553], [-0.332, 2.304, 3.252], [-4.475, 1.482, 3.907], [-4.704, 3.563, 5.154], [1.811, 4.480, -0.150], [2.091, 3.818, 1.206], [1.526, 4.687, 2.325], [3.592, 3.634, 1.402], [1.418, 2.510, 1.344], [1.758, 1.534, 0.358], [2.133, 5.522, -0.140], [0.740, 4.462, -0.370], [2.344, 3.988, -0.968], [1.995, 5.672, 2.323], [1.704, 4.221, 3.295], [0.449, 4.827, 2.205], [4.090, 4.604, 1.414], [4.037, 3.049, 0.594], [3.791, 3.133, 2.353], [0.418, 2.657, 1.242], [2.691, 1.192, 0.567], [1.803, 1.970, -0.562]],
  "mulliken_spin": [6.92, 0.03, 0.00, 0.00, 0.01, 0.00, 0.00, 0.01, -0.04, 0.01, 0.01, 0.02, -0.01, 0.00, 0.00, 0.00, 0.00, 0.00, 0.00, 0.00, 0.01, -0.01, 0.01, 0.00, 0.00, 0.00, 0.00, 0.00, 0.00, 0.00, 0.00, 0.00, 0.00, -0.01, -0.01, 0.00, 0.00, 0.00, 0.00, 0.00, 0.00, 0.00, 0.00, -0.01, 0.00, 0.00, 0.00, 0.00, 0.00, 0.00, 0.00, 0.00, 0.00, 0.00, 0.00, 0.00, 0.00, 0.00, 0.00, 0.00, -0.01, 0.00, 0.00, 0.00, 0.00, 0.00, 0.00, 0.00, 0.00, 0.00, 0.00, 0.00, 0.00, 0.00, 0.00, 0.00, 0.00, 0.00, 0.00, 0.00, 0.01, 0.00, 0.00, 0.01, 0.00, 0.00, 0.01, 0.00, 0.00, 0.00, 0.02, -0.01, 0.00, 0.00, 0.00, 0.00, 0.00, 0.00, 0.00, 0.00, 0.00, 0.00, 0.01, 0.00, 0.00, 0.00, 0.00, 0.00, 0.00, 0.00, 0.00, 0.00, 0.00, 0.00, 0.00, 0.00, 0.00, 0.00, 0.00, 0.00, 0.00, 0.00, 0.00, 0.00, 0.00, 0.00, 0.00, 0.00],
  "e_tot_ha": -3536.34233,
  "total_charge": 1,
  "homo_lumo_gap_ev": [6.56, 7.19],
  "multiplicity": 8,
  "lumo_ha": [-0.069, -0.069]
}

=====

{
  "formula": "CH3NOS",
  "method": "ωB97M-V/def2-TZVPD",
  "symbols": ["C", "N", "O", "S", "H", "H", "H"],
  "positions_angstrom": [[1.180, 0.163, -0.276], [-0.467, -0.700, -0.403], [2.305, 0.044, 0.151], [-1.735, 0.310, -0.150], [0.923, 1.019, -0.977], [-0.475, -1.275, 0.414], [-1.730, 0.438, 1.240]],
  "nbo_charge": [0.56, -0.84, -0.48, 0.22, 0.11, 0.36, 0.08],
  "de_lowest_kj_mol": 296.7,
  "e_tot_ha": -567.98776,
  "homo_lumo_gap_ev": 9.36,
  "multiplicity": 1,
  "lumo_ha": 0.015
}

=====

{
  "formula": "C5H9CoMgO4",
  "method": "ωB97M-V/def2-TZVPD",
  "symbols": ["O", "C", "C", "O", "C", "C", "O", "C", "Co", "H", "H", "H", "H", "H", "H", "H", "H", "H", "Mg", "O"],
  "positions_angstrom": [[-0.405, -2.077, -1.818], [-0.310, -2.667, -0.643], [-0.057, -2.018, 0.528], [0.525, -0.732, 0.273], [-0.089, 0.346, 0.964], [0.391, 1.630, 0.339], [0.171, 1.535, -1.070], [0.378, 2.761, -1.764], [0.577, -0.376, -1.728], [-0.603, -3.727, -0.587], [0.174, 0.319, 2.032], [-1.182, 0.251, 0.866], [1.464, 1.797, 0.524], [-0.177, 2.480, 0.745], [0.230, 2.569, -2.831], [-0.354, 3.504, -1.418], [1.399, 3.130, -1.587], [-1.394, -2.397, 1.900], [0.505, -3.297, 2.335], [-1.243, -3.030, 2.939]],
  "mulliken_spin": [0.29, -0.02, 0.60, 0.01, 0.00, 0.05, -0.13, -0.01, 4.15, 0.00, -0.01, -0.01, 0.00, 0.01, 0.01, 0.01, 0.00, -0.02, 0.01, 0.06],
  "de_lowest_kj_mol": 349.8,
  "e_tot_ha": -2079.24652,
  "total_charge": 1,
  "homo_lumo_gap_ev": [3.68, 6.70],
  "multiplicity": 6,
  "lumo_ha": [-0.201, -0.243]
}

=====

Which of these has the highest multiplicity? C34H74EuN13O5S

=====

What is the formula in the second record? CH3NOS

=====

The lowest multiplicity belongs to which entry? CH3NOS